{
  "formula": "C69H161N11O11",
  "method": "ωB97M-V/def2-TZVPD",
  "symbols": ["C", "C", "C", "O", "C", "N", "H", "H", "H", "H", "H", "H", "H", "H", "H", "H", "H", "C", "C", "C", "O", "C", "N", "H", "H", "H", "H", "H", "H", "H", "H", "H", "H", "H", "C", "C", "C", "O", "C", "N", "H", "H", "H", "H", "H", "H", "H", "H", "H", "H", "H", "C", "C", "C", "O", "C", "N", "H", "H", "H", "H", "H", "H", "H", "H", "H", "H", "H", "C", "C", "C", "O", "C", "N", "H", "H", "H", "H", "H", "H", "H", "H", "H", "H", "H", "C", "C", "C", "O", "C", "N", "H", "H", "H", "H", "H", "H", "H", "H", "H", "H", "H", "C", "C", "C", "C", "C", "C", "N", "O", "C", "C", "C", "H", "H", "H", "H", "H", "H", "H", "H", "H", "H", "H", "H", "H", "H", "H", "H", "H", "H", "H", "C", "C", "C", "C", "C", "C", "N", "O", "C", "C", "C", "H", "H", "H", "H", "H", "H", "H", "H", "H", "H", "H", "H", "H", "H", "H", "H", "H", "H", "H", "C", "C", "C", "C", "C", "C", "N", "O", "C", "C", "C", "H", "H", "H", "H", "H", "H", "H", "H", "H", "H", "H", "H", "H", "H", "H", "H", "H", "H", "H", "C", "C", "C", "C", "C", "C", "N", "O", "C", "C", "C", "H", "H", "H", "H", "H", "H", "H", "H", "H", "H", "H", "H", "H", "H", "H", "H", "H", "H", "H", "C", "C", "C", "C", "C", "C", "N", "O", "C", "C", "C", "H", "H", "H", "H", "H", "H", "H", "H", "H", "H", "H", "H", "H", "H", "H", "H", "H", "H", "H"],
  "coordinates": [[-1.235438, -0.729254, 1.623995], [-0.070607, -1.456386, 0.948410], [0.813030, -0.461258, 0.241250], [0.050052, 0.229367, -0.704804], [0.719719, 1.303204, -1.326831], [0.632596, -2.310607, 1.889884], [-1.674203, -1.268841, 2.470727], [-2.082180, -0.617953, 0.952277], [-0.975092, 0.239301, 2.054099], [-0.566825, -2.082617, 0.195755], [1.713754, -0.882970, -0.240587], [1.345153, 0.157428, 0.985806], [-0.000355, 1.901761, -1.876102], [1.493830, 0.966704, -2.034026], [1.344938, 1.839396, -0.603634], [1.553928, -2.523929, 1.504511], [0.860844, -1.764742, 2.720576], [5.560046, -4.992022, 3.669724], [4.535901, -3.862521, 3.705049], [4.890411, -2.762311, 2.725177], [3.830879, -1.816035, 2.507861], [4.263148, -0.527523, 2.168665], [3.244550, -4.484730, 3.370495], [6.569484, -4.601536, 3.830851], [5.555728, -5.552223, 2.734852], [5.349345, -5.712848, 4.458313], [4.381397, -3.405999, 4.685572], [5.065671, -3.076464, 1.687284], [5.786048, -2.227809, 3.069592], [4.904182, -0.077866, 2.934342], [3.428964, 0.134249, 1.946320], [4.884920, -0.546672, 1.262069], [3.158042, -4.733901, 2.387261], [2.521309, -3.789149, 3.537210], [-3.732190, 0.387823, 4.211538], [-4.352744, 1.425521, 3.276788], [-4.068018, 2.849960, 3.656360], [-4.724790, 3.261765, 4.850115], [-3.839245, 3.710718, 5.850324], [-3.930966, 1.080663, 1.928239], [-3.911075, -0.654285, 3.953284], [-4.061727, 0.534668, 5.247493], [-2.657667, 0.549868, 4.354774], [-5.446727, 1.311177, 3.311853], [-4.414146, 3.560078, 2.896014], [-2.996695, 3.079203, 3.709503], [-3.296391, 4.585293, 5.473334], [-3.091322, 2.933614, 6.061313], [-4.345269, 3.909728, 6.791479], [-4.152895, 1.611757, 1.099115], [-4.204458, 0.118509, 1.784451], [2.198328, -7.708179, 1.895293], [1.180786, -6.568672, 1.632692], [1.520640, -5.731267, 0.409513], [2.890427, -5.337490, 0.441528], [3.139574, -4.399765, -0.576152], [-0.139000, -7.186761, 1.412224], [1.783651, -8.367162, 2.655666], [3.155418, -7.294203, 2.212230], [2.393874, -8.253318, 0.970365], [1.145898, -5.991948, 2.563196], [0.946784, -4.795943, 0.486276], [1.143219, -6.228121, -0.489798], [3.082551, -4.863381, -1.570426], [4.142714, -3.977425, -0.545890], [2.389704, -3.602102, -0.636957], [-0.760036, -6.378993, 1.442264], [-0.375647, -7.705478, 2.252720], [4.352912, -0.231571, -8.723581], [3.672994, -0.463515, -7.413272], [3.617990, 0.729516, -6.454260], [2.934251, 0.544585, -5.228861], [3.314084, -0.540941, -4.400015], [2.312792, -0.973389, -7.683664], [4.306757, -1.072230, -9.409439], [5.411584, 0.001139, -8.563837], [3.985722, 0.685835, -9.200635], [4.198576, -1.315459, -6.962136], [3.118536, 1.548522, -6.979918], [4.594166, 1.152950, -6.182354], [3.252070, -0.138840, -3.387833], [4.275006, -1.042980, -4.537651], [2.529947, -1.283229, -4.579879], [1.712529, -0.867386, -6.871502], [1.919133, -0.376441, -8.407496], [4.062476, -0.025483, 5.546541], [2.718662, -0.203173, 4.836732], [1.737569, -1.238755, 5.384723], [1.206078, -0.899660, 6.651341], [1.661250, -1.781456, 7.665871], [2.106612, 1.105059, 4.557380], [4.578328, 0.832001, 5.119735], [4.642399, -0.933935, 5.357005], [4.049715, 0.073183, 6.633181], [2.956456, -0.552643, 3.824447], [2.100692, -2.264177, 5.269574], [0.904863, -1.181335, 4.671918], [2.751733, -1.846774, 7.685378], [1.196345, -2.767484, 7.611083], [1.380687, -1.342292, 8.624344], [1.632580, 1.387595, 5.415725], [1.373359, 1.064108, 3.859457], [-2.905577, 2.972932, -1.347400], [-3.966201, 2.656563, -2.414096], [-3.244260, 2.534592, -3.784664], [-2.490457, 1.218223, -3.914796], [-3.425461, 0.062218, -3.684637], [-4.172197, 0.065517, -2.313091], [-4.722359, 1.425474, -2.147792], [-5.479094, 1.507502, -0.957097], [-5.366021, -0.880982, -2.432557], [-3.200562, -0.386160, -1.238168], [-4.866711, 3.895626, -2.503263], [-2.215350, 3.798444, -1.528226], [-2.293622, 2.106150, -1.077839], [-3.356541, 3.185019, -0.370230], [-4.002196, 2.540809, -4.574440], [-2.632277, 3.428553, -3.906159], [-1.696556, 1.184390, -3.161348], [-2.049115, 1.150460, -4.911536], [-2.810635, -0.828139, -3.851487], [-4.223842, 0.032312, -4.432378], [-5.948064, -1.009539, -1.517706], [-6.054782, -0.525243, -3.199425], [-5.040387, -1.896126, -2.672713], [-3.023056, -1.447309, -1.444211], [-2.224126, 0.084873, -1.358848], [-3.547613, -0.269373, -0.212174], [-4.334482, 4.654311, -3.074204], [-5.250211, 4.192424, -1.526098], [-5.797234, 3.765966, -3.071294], [-6.283674, 1.966776, -1.224530], [3.081999, 4.210232, -4.443555], [2.524220, 5.357719, -3.557993], [3.375445, 5.349100, -2.288887], [3.023450, 6.512982, -1.333252], [3.304603, 7.812953, -2.096201], [2.647979, 7.911481, -3.458237], [2.729149, 6.647279, -4.195187], [2.390475, 6.687095, -5.561505], [1.175428, 8.345705, -3.340231], [3.371319, 8.976261, -4.248507], [1.052369, 4.956646, -3.262706], [4.105609, 4.328543, -4.803703], [2.395937, 3.907896, -5.235007], [3.144549, 3.308131, -3.825881], [3.173445, 4.427541, -1.732401], [4.451982, 5.359449, -2.466437], [3.662018, 6.456332, -0.453867], [1.957089, 6.451379, -1.112903], [4.393720, 7.910583, -2.166541], [3.041194, 8.660210, -1.456274], [0.677548, 7.638770, -2.678575], [1.144819, 9.323735, -2.848308], [0.721481, 8.487268, -4.318011], [2.842507, 9.349509, -5.128201], [3.608791, 9.878200, -3.680051], [4.321256, 8.578634, -4.620315], [0.696807, 5.518399, -2.400734], [1.031991, 3.908935, -2.945277], [0.403477, 4.974800, -4.136126], [3.248425, 6.525746, -5.968668], [-1.112920, -3.284446, 4.557313], [-2.406576, -4.078913, 4.329738], [-3.543297, -3.472977, 5.189875], [-4.963063, -3.800748, 4.660653], [-5.062643, -3.512165, 3.171410], [-3.997221, -4.194501, 2.313061], [-2.678477, -3.970432, 2.890903], [-1.594035, -4.339574, 2.078039], [-4.328035, -5.685544, 2.126455], [-4.000946, -3.514402, 0.938265], [-2.083373, -5.506383, 4.722016], [-0.302547, -3.719323, 3.966374], [-0.740840, -3.244456, 5.583318], [-1.149640, -2.252160, 4.194816], [-3.563489, -3.929370, 6.179687], [-3.415416, -2.391250, 5.219923], [-5.720072, -3.302153, 5.262107], [-5.081257, -4.888035, 4.745142], [-4.860128, -2.440252, 3.038759], [-6.080487, -3.640404, 2.801308], [-3.761124, -6.107106, 1.285752], [-3.955741, -6.344500, 2.909408], [-5.378133, -5.878514, 1.907723], [-4.832460, -3.856262, 0.314590], [-3.987235, -2.424150, 0.975084], [-3.132603, -3.811721, 0.345961], [-1.399736, -6.007509, 4.032719], [-2.959458, -6.158052, 4.712761], [-1.602902, -5.525122, 5.703213], [-1.135504, -3.483910, 2.062863], [-2.324410, -5.113190, -5.943929], [-2.755848, -4.034747, -4.956219], [-3.464174, -4.564825, -3.708875], [-2.479054, -5.269139, -2.764829], [-1.425009, -4.232517, -2.372376], [-0.717794, -3.558826, -3.576901], [-1.669737, -3.109878, -4.551644], [-1.071642, -2.491420, -5.663023], [0.014152, -2.346351, -3.008410], [0.383634, -4.552683, -4.036512], [-3.771362, -3.196489, -5.773898], [-3.070852, -5.542673, -6.607790], [-1.727521, -5.883394, -5.448889], [-1.627229, -4.663560, -6.660413], [-3.958571, -3.755439, -3.172576], [-4.182992, -5.333655, -4.003633], [-2.015536, -6.158299, -3.186739], [-3.041979, -5.522732, -1.863715], [-0.656502, -4.727064, -1.767590], [-1.737433, -3.451451, -1.670415], [0.718737, -1.923262, -3.730887], [-0.690175, -1.543136, -2.772444], [0.639509, -2.526993, -2.132476], [0.906028, -4.168354, -4.917484], [1.196520, -4.619498, -3.312263], [-0.064833, -5.526689, -4.219494], [-4.334737, -2.529224, -5.117285], [-4.443102, -3.880236, -6.287787], [-3.246052, -2.595919, -6.513382], [-1.113743, -1.543607, -5.490881], [3.299581, 6.141307, 2.232546], [2.250769, 5.543229, 3.200535], [1.044152, 6.554208, 3.121083], [0.207659, 6.419338, 1.889389], [-0.287276, 4.983081, 1.784255], [0.866655, 3.978042, 1.717273], [1.827815, 4.191414, 2.831098], [2.926730, 3.337498, 2.746387], [0.271926, 2.568828, 1.962503], [1.499148, 4.019232, 0.325515], [2.773815, 5.577862, 4.642098], [4.073854, 5.383193, 2.083751], [3.853312, 6.945068, 2.726267], [2.890805, 6.531097, 1.305240], [0.487040, 6.524681, 4.058817], [1.534313, 7.529656, 3.052017], [0.687291, 6.767246, 0.967833], [-0.604385, 7.153803, 1.949485], [-0.954346, 4.826360, 0.931727], [-0.993527, 4.919845, 2.620056], [-0.571822, 2.415662, 1.286656], [1.020486, 1.797595, 1.775868], [-0.055180, 2.515884, 3.000802], [2.026616, 4.943955, 0.094566], [2.042120, 3.131579, 0.011934], [0.633486, 4.102167, -0.345545], [3.655378, 4.927585, 4.615173], [2.086203, 5.116627, 5.351837], [3.096804, 6.540379, 5.033706], [2.860595, 2.644884, 3.435902]],
  "atomic_forces_ev_per_a": [[-0.4, -0.1, 0.6], [-1.2, 0.1, -0.2], [1.3, -0.1, -0.2], [-0.2, 0.4, 0.1], [1.3, -0.6, 0.0], [0.7, 0.2, 0.0], [0.3, -0.4, -0.1], [0.4, 0.4, 0.0], [0.1, 0.1, -0.3], [0.4, -0.2, -0.1], [-0.3, -0.7, -0.3], [-0.7, 0.4, 0.0], [0.0, 0.2, 0.3], [-0.3, -0.4, -0.3], [-0.9, 0.0, -0.2], [-0.1, -0.3, 0.1], [-0.1, -0.1, 0.0], [0.6, 0.4, 0.6], [-1.2, -0.8, -1.3], [0.4, 1.1, -1.0], [-0.6, -0.2, 0.8], [1.2, 0.1, -0.9], [-0.5, 0.5, 0.5], [0.0, -0.1, 0.0], [-0.2, 0.3, -0.2], [-0.1, 0.1, 0.1], [0.4, -0.1, 0.2], [0.5, -0.9, 0.3], [0.0, 0.0, 0.0], [-0.2, 0.0, 0.2], [-0.2, -0.1, 0.2], [-0.1, -0.1, -0.1], [0.3, 0.0, 0.0], [-0.1, -0.2, -0.1], [0.5, 0.8, 1.3], [-1.0, -0.8, -0.4], [0.4, 1.4, -0.2], [-0.3, -0.5, 0.3], [0.8, -0.5, -0.4], [1.1, -0.5, 0.0], [-0.1, 0.1, -0.3], [-0.6, -0.1, -0.2], [0.1, -0.1, -0.7], [0.0, 0.1, 0.5], [-0.2, -0.4, -0.4], [0.2, -0.4, 0.2], [0.0, 0.2, 0.4], [0.0, 0.1, 0.0], [-0.4, 0.2, -0.2], [-0.6, 0.4, 0.4], [0.1, 0.0, -0.3], [-0.1, 0.9, -0.7], [0.6, -1.6, 0.5], [-0.6, 0.8, 1.2], [-0.1, 0.0, -0.5], [0.0, -0.1, -1.2], [0.0, 0.8, -0.1], [0.2, -0.1, 0.0], [-0.1, -0.1, 0.2], [-0.2, -0.2, 0.0], [0.2, 0.5, -0.3], [-0.3, 0.0, -0.1], [0.7, -0.3, -0.2], [-0.1, -0.3, 0.0], [0.0, 0.0, 0.6], [0.0, 0.2, 0.5], [-0.5, -0.2, -0.2], [0.0, -0.1, -0.1], [1.0, 1.5, -0.2], [-0.9, -1.4, 0.9], [0.9, 0.6, -0.1], [0.1, 0.1, -0.6], [-1.0, -0.1, -0.1], [0.0, 0.4, -0.3], [-0.3, -0.1, 0.1], [0.0, -0.2, 0.1], [-0.3, -0.3, -0.2], [0.1, 0.2, 0.4], [-0.3, -0.1, 0.1], [0.4, -0.4, -0.4], [0.0, -0.4, 0.1], [0.2, 0.5, -0.4], [0.3, -0.4, 0.5], [0.1, 0.0, 0.0], [-0.2, -0.1, 0.1], [-0.1, -0.6, 0.0], [0.3, 0.1, -1.1], [-0.5, 0.9, -0.9], [0.5, -0.7, 0.1], [-0.1, 0.6, 0.6], [-0.2, 0.4, 1.2], [0.1, 0.0, 0.0], [0.2, 0.1, 0.0], [-0.4, 0.2, 0.0], [-0.1, -0.3, 0.8], [0.3, 0.0, 0.6], [-0.2, -0.1, 0.2], [0.0, -0.2, -0.2], [0.1, -0.1, -0.3], [-0.1, 0.0, -0.1], [0.1, 0.4, -0.1], [-0.1, -0.4, -0.1], [0.3, -0.7, 1.5], [1.0, 0.3, -0.2], [-0.7, -0.5, 0.2], [-0.1, 0.9, 0.4], [-0.5, -0.4, 0.0], [0.3, 0.5, -0.5], [-0.4, 0.3, -1.2], [0.3, 0.3, 0.5], [-0.2, -0.4, 0.2], [0.3, -0.5, -0.3], [-1.1, -0.6, -0.3], [-0.2, 0.1, -0.5], [0.1, 0.0, -0.5], [-0.3, 0.2, -0.2], [-0.1, 0.2, 0.0], [0.2, -0.1, 0.0], [0.2, 0.0, -0.2], [0.2, -0.1, 0.1], [-0.5, -0.4, 0.5], [0.2, 0.2, -0.3], [0.2, 0.4, 0.2], [0.1, 0.0, -0.1], [0.2, 0.1, -0.3], [0.0, -0.1, 0.3], [-0.1, 0.1, 0.2], [-0.2, 0.1, -0.2], [0.1, 0.4, 0.6], [0.6, 0.5, 0.1], [0.2, -0.6, -0.3], [0.0, -0.2, 0.0], [-0.2, -0.5, 0.4], [0.3, -0.9, -0.8], [-0.7, 0.1, 1.5], [0.4, 0.1, -1.8], [0.6, -0.4, 1.1], [-1.3, 0.5, -1.1], [1.5, -0.6, 0.7], [-0.3, 0.2, 0.4], [0.5, 0.5, 0.9], [0.9, 0.6, -0.9], [0.6, -0.4, 0.6], [-0.1, 0.5, -0.2], [0.1, 0.4, -0.3], [-0.1, 0.1, 0.2], [0.0, -0.1, -0.3], [0.0, 0.1, -0.5], [-0.3, 0.0, 0.1], [0.1, 0.1, 0.5], [0.0, -0.2, -0.4], [-0.4, 0.1, -0.3], [-0.5, 0.1, -0.3], [-0.1, 0.0, 0.0], [-0.2, -0.5, 0.0], [-0.3, -0.3, 0.0], [-0.1, -0.2, 0.4], [0.0, 0.0, 0.1], [-0.5, 0.2, -0.3], [0.2, 0.0, 0.1], [0.0, 0.6, 0.0], [-0.1, 0.1, -0.3], [0.8, 0.4, -0.2], [0.9, -0.1, -0.1], [-1.0, -0.5, -0.9], [1.1, -0.9, -0.7], [0.4, 1.6, 0.5], [-0.1, -0.6, -0.6], [-1.4, 1.5, 0.8], [-0.3, 0.0, 0.3], [0.8, -0.8, -0.7], [0.1, -0.4, -0.8], [-0.1, -1.0, 0.3], [-0.1, -0.2, 0.2], [-0.4, -0.2, 0.2], [-0.5, 0.0, 0.2], [0.7, 0.4, 0.2], [0.1, 0.0, 0.3], [-0.1, 0.0, -0.1], [-0.3, 0.0, 0.4], [-0.1, 0.1, 0.1], [0.1, -0.4, -0.2], [-0.1, 0.4, -0.3], [-0.5, 0.3, 0.5], [-0.1, 0.1, 0.2], [-0.3, 0.2, 0.3], [-0.1, 0.0, 0.2], [0.2, -0.1, 0.3], [0.2, 0.4, -0.2], [-0.1, 0.1, 0.4], [-0.2, -0.1, 0.1], [0.7, -0.4, -0.5], [1.8, -0.3, -0.1], [-1.1, 1.0, -1.4], [0.9, -1.2, -0.2], [-0.4, 1.7, 0.6], [0.6, -0.2, 0.1], [1.8, -0.7, 1.6], [-1.4, -0.1, 0.7], [0.6, -0.3, -0.3], [0.2, 1.0, -0.5], [-0.1, 0.6, -0.7], [0.1, 0.1, 0.6], [-0.5, -0.1, 0.6], [-0.3, -0.3, -0.2], [0.0, 0.2, 0.2], [0.0, 0.0, 0.0], [-0.3, 0.4, -0.2], [-0.1, 0.0, -0.1], [0.2, -0.4, 0.0], [0.2, -0.1, -0.3], [-0.8, 0.0, -0.3], [-0.1, -0.1, -0.2], [0.0, -0.1, 0.2], [-0.3, -0.4, 0.2], [-0.4, -0.2, -0.3], [-0.4, -0.2, 0.4], [0.4, -0.1, -0.1], [-0.1, 0.0, -0.1], [-0.2, 0.1, 0.0], [-0.1, -0.1, -0.1], [-0.2, -0.1, 0.1], [1.0, -0.6, 1.0], [-0.9, 1.9, -0.6], [1.5, -0.2, 0.1], [-0.8, 0.3, -0.7], [-0.5, 1.0, 0.0], [0.4, -1.0, 0.9], [-1.4, 0.5, 1.1], [0.9, -0.3, -0.7], [0.2, 0.7, -0.3], [-1.1, 0.9, -0.6], [0.7, -1.3, -0.4], [-0.1, 0.0, -0.6], [-0.3, 0.2, 0.0], [-0.1, -0.2, 0.1], [-0.4, -0.1, -0.2], [-0.1, 0.1, 0.5], [0.6, -0.3, 0.1], [-0.3, -0.4, 0.2], [0.3, 0.0, -0.3], [0.5, -0.9, 0.4], [0.0, -0.2, 0.1], [-0.1, 0.2, 0.1], [-0.2, 0.0, 0.0], [0.3, -0.4, 0.5], [0.4, 0.5, 0.6], [0.1, -0.4, -0.2], [0.1, 0.1, 0.4], [-0.2, 0.1, -0.2], [-0.2, 0.2, -0.4], [-0.5, 0.3, 0.1]],
  "e_lumo_ha": 0.0147,
  "molar_mass_g_mol": 1321.1,
  "homo_energy_ev": -7.93,
  "de_lowest_kj_mol": 0.0,
  "e_tot_ev": -113068.050,
  "smiles": "CC1(C)CCCC(C)(C)N1O.CC1(C)CCCC(C)(C)N1O.CC1(C)CCCC(C)(C)N1O.CC1(C)CCCC(C)(C)N1O.CC1(C)CCCC(C)(C)N1O.COC[C@H](C)N.COC[C@H](C)N.COC[C@H](C)N.COC[C@H](C)N.COC[C@H](C)N.COC[C@H](C)N"
}